No. 1
Here is a molecular structure, C49H50N10OS8Zr from the OMol25 dataset. Energies are from ωB97M-V with the def2-TZVPD basis set.

Energy relative to the best compared isomer or geometry (same formula, charge and spin), kJ/mol: 165.1
Spin multiplicity: 1
HOMO, eV: -11.10
Total charge: +2

Each line ends with the Mulliken charge.
Element x y z (Å)
Zr (1.01059, -2.00105, -0.27847)  -1.13
S (1.09819, -4.40675, 0.59953)  -0.18
S (3.07799, -3.93375, 0.84323)  -0.07
S (3.11249, -2.59405, 2.41413)  -0.04
S (2.40439, -0.83455, 1.61513)  -0.24
N (-0.70571, -1.46005, 0.78833)  0.33
S (-1.44441, -0.62865, 1.74413)  1.36
N (-1.81911, 0.98895, 1.43343)  0.21
S (-1.94581, 2.29005, 0.64523)  1.04
N (-0.90121, 2.71405, -0.46927)  0.03
S (0.62819, 2.20485, -0.53267)  0.72
N (0.90159, 0.68255, -0.53907)  0.99
C (1.45609, 2.97635, 0.85623)  0.24
C (1.92899, 4.27135, 0.72313)  -0.37
C (2.50479, 4.88675, 1.82053)  -1.01
C (2.59989, 4.20795, 3.02603)  -0.88
C (2.10669, 2.91755, 3.14543)  -1.11
C (1.51399, 2.29705, 2.05793)  1.20
C (1.31119, 3.01445, -1.97917)  0.21
C (0.54899, 3.64785, -2.94347)  -0.33
C (1.17449, 4.10465, -4.09357)  -0.89
C (2.53959, 3.93065, -4.26037)  -0.61
C (3.29679, 3.30865, -3.27687)  -0.85
C (2.68079, 2.83725, -2.13267)  -0.48
C (-3.50901, 2.55985, -0.20147)  0.74
C (-3.51891, 3.57025, -1.15067)  -0.53
C (-4.70381, 3.89745, -1.78597)  -0.92
C (-5.87011, 3.22515, -1.45127)  -0.59
C (-5.85231, 2.22575, -0.48887)  -0.90
C (-4.66551, 1.88405, 0.14353)  -0.26
C (-1.92231, 3.65955, 1.82273)  0.62
C (-1.23311, 4.80985, 1.47843)  -0.33
C (-1.23581, 5.89135, 2.34203)  -0.72
C (-1.94531, 5.82355, 3.53033)  -0.74
C (-2.65571, 4.67805, 3.85533)  -0.88
C (-2.64851, 3.58745, 3.00003)  -0.40
C (-3.04531, -1.38535, 2.07933)  0.26
C (-3.38881, -1.73395, 3.37373)  -0.40
C (-4.52101, -2.50355, 3.58993)  -0.95
C (-5.29791, -2.90585, 2.51483)  -0.67
C (-4.94831, -2.54585, 1.22163)  -1.04
C (-3.80841, -1.79195, 0.99653)  -0.44
C (-0.61041, -0.50155, 3.34653)  0.42
C (-0.70691, 0.59485, 4.18273)  -0.59
C (-0.00591, 0.59445, 5.37983)  -0.71
C (0.78779, -0.49035, 5.71843)  -0.82
C (0.87629, -1.58665, 4.87433)  -0.63
C (0.16969, -1.59665, 3.68373)  -0.91
H (1.85619, 4.77405, -0.22927)  0.60
H (2.88119, 5.89245, 1.72933)  0.50
H (3.05979, 4.68735, 3.87683)  0.46
H (2.18639, 2.38395, 4.07783)  0.60
H (1.13249, 1.28835, 2.11453)  -0.71
H (-0.51181, 3.76495, -2.79067)  0.37
H (0.59699, 4.59465, -4.86157)  0.49
H (3.01729, 4.28375, -5.16107)  0.45
H (4.36299, 3.19965, -3.40487)  0.47
H (3.23139, 2.33345, -1.35157)  0.57
H (-2.59941, 4.08325, -1.37837)  0.27
H (-4.71611, 4.68065, -2.52967)  0.47
H (-6.79681, 3.48445, -1.93967)  0.44
H (-6.76431, 1.71415, -0.22157)  0.49
H (-4.63621, 1.10525, 0.89053)  0.52
H (-0.70881, 4.85185, 0.53723)  0.47
H (-0.69111, 6.78485, 2.08123)  0.50
H (-1.95111, 6.66875, 4.20013)  0.44
H (-3.22031, 4.63585, 4.77333)  0.50
H (-3.20861, 2.69435, 3.23063)  0.51
H (-2.77141, -1.42735, 4.20403)  0.55
H (-4.78481, -2.79885, 4.59463)  0.50
H (-6.17411, -3.51125, 2.68853)  0.43
H (-5.54911, -2.87205, 0.38673)  0.50
H (-3.48481, -1.53915, -0.00157)  0.75
H (-1.30541, 1.44055, 3.88473)  0.42
H (-0.08221, 1.44275, 6.04363)  0.53
H (1.34229, -0.48195, 6.64343)  0.41
H (1.50459, -2.42235, 5.13413)  0.57
H (0.22149, -2.43695, 2.99883)  0.57
N (-0.69321, 0.00245, -2.17147)  -0.72
C (0.23759, -0.23945, -1.35537)  0.03
H (-1.01481, 0.97895, -2.25307)  0.43
N (-0.65891, -4.01895, -3.79717)  -0.01
C (-0.62341, -3.21565, -2.71587)  -1.43
N (0.57299, -3.15035, -2.17317)  1.08
C (1.38289, -3.97135, -2.94057)  0.17
C (2.74069, -4.27555, -2.83997)  0.07
C (3.29129, -5.07125, -3.82267)  -1.14
C (2.51759, -5.60475, -4.85717)  -0.63
C (1.16289, -5.35455, -4.94837)  -1.09
C (0.60829, -4.52075, -3.98597)  0.85
H (-1.47901, -4.23555, -4.34197)  0.28
H (-1.48101, -2.66955, -2.35527)  0.70
H (3.33849, -3.91625, -2.01427)  0.20
H (4.34509, -5.30165, -3.78957)  0.48
H (2.99099, -6.23395, -5.59437)  0.44
H (0.56629, -5.78845, -5.73477)  0.46
N (-1.41971, -5.66555, 1.97493)  -0.29
C (-1.75671, -5.82685, 0.67973)  0.47
N (-1.92641, -7.07425, 0.22663)  -0.43
S (-2.03031, -4.50015, -0.29477)  -0.28
H (-1.01801, -6.43985, 2.48413)  0.22
H (-1.08831, -4.74545, 2.22303)  0.14
H (-1.75701, -7.88175, 0.80553)  0.18
H (-2.26091, -7.21195, -0.71057)  0.22
C (5.31729, -0.44965, -3.57107)  -1.22
N (4.05859, -0.83655, -2.96417)  0.62
C (2.91189, -0.84275, -3.85207)  -0.77
C (3.93139, -1.18515, -1.68417)  0.77
C (5.12069, -1.06795, -0.77727)  -1.60
O (2.83979, -1.62695, -1.25047)  0.49
H (5.25069, -0.59575, -4.64767)  0.41
H (6.13859, -1.06185, -3.20337)  0.40
H (5.54029, 0.60385, -3.38657)  0.29
H (2.86849, 0.10275, -4.39417)  0.49
H (1.99349, -0.96045, -3.26977)  -0.15
H (2.99309, -1.65665, -4.57567)  0.38
H (5.72679, -0.19425, -0.99717)  0.51
H (5.74339, -1.95865, -0.85717)  0.38
H (4.76219, -1.01845, 0.25043)  0.21

***

No. 2
Here is a molecular structure, C49H50N9O3PRbS4 from the OMol25 dataset. Energies are from ωB97M-V with the def2-TZVPD basis set.

Energy relative to the best compared isomer or geometry (same formula, charge and spin), kJ/mol: 48.2
Spin multiplicity: 1
HOMO, eV: -2.30
Total charge: -1

Each line ends with the Mulliken charge.
Element x y z (Å)
Rb (-0.52862, -1.19304, -0.50433)  1.20
N (-2.42377, 1.77290, -4.30145)  0.06
C (-1.40104, 1.37481, -5.13719)  0.50
C (-0.98147, 1.80057, -6.39189)  -1.21
C (0.15500, 1.19710, -6.90425)  -0.51
C (0.84548, 0.20286, -6.19377)  -0.48
C (0.41752, -0.22175, -4.95005)  -0.61
C (-0.71919, 0.38414, -4.41639)  0.33
N (-1.31253, 0.20424, -3.18247)  0.14
C (-2.30751, 1.04356, -3.14215)  0.17
C (-3.22146, 1.16027, -2.01462)  -0.77
C (-4.42016, 1.80859, -1.98030)  -0.40
S (-5.15747, 1.56395, -0.44932)  -0.27
C (-3.80485, 0.61458, 0.03785)  -0.55
N (-2.88694, 0.50561, -0.85941)  0.88
H (-3.06665, 2.52668, -4.45994)  0.23
H (-1.50746, 2.57263, -6.94218)  0.41
H (0.52388, 1.50412, -7.87549)  0.37
H (1.74498, -0.22793, -6.61603)  0.46
H (0.96134, -0.96973, -4.38347)  0.58
H (-4.91207, 2.35621, -2.76922)  0.42
H (-3.74032, 0.12908, 1.00865)  0.25
O (-3.69373, -3.71329, -2.63678)  -0.71
C (-4.51120, -4.39440, -1.81538)  0.16
C (-5.37872, -5.33182, -2.38295)  -0.71
C (-6.23908, -6.06390, -1.58711)  -0.22
C (-6.25247, -5.87154, -0.20802)  -0.83
C (-5.39772, -4.94078, 0.35477)  -0.12
C (-4.51907, -4.19021, -0.42365)  0.11
C (-3.59259, -3.18379, 0.19082)  0.28
O (-2.76784, -2.58373, -0.56327)  -0.38
N (-3.74507, -3.02095, 1.49211)  -0.50
N (-2.88610, -2.09110, 2.05375)  0.14
C (-2.98102, -2.10538, 3.32020)  0.01
S (-4.02321, -3.26793, 4.16714)  -0.09
C (-3.59927, -2.65808, 5.83028)  -0.67
C (-2.19319, -2.08369, 5.79541)  -0.66
S (-2.09995, -0.97687, 4.36330)  0.06
H (-3.14799, -3.13892, -2.02436)  0.36
H (-5.34605, -5.46485, -3.45791)  0.42
H (-6.90199, -6.79051, -2.04246)  0.35
H (-6.92321, -6.44549, 0.42030)  0.38
H (-5.38653, -4.76820, 1.42377)  0.45
H (-3.66520, -3.49941, 6.52195)  0.40
H (-4.31010, -1.89098, 6.13926)  0.26
H (-1.45432, -2.87946, 5.68710)  0.23
H (-1.97284, -1.50810, 6.69414)  0.48
O (1.21000, -3.06285, -1.67512)  -0.66
C (1.92305, -2.29679, -2.25053)  0.79
C (2.86633, -1.54520, -2.79757)  -0.08
C (3.64481, -2.14748, -3.89986)  -1.21
C (4.49071, -1.40719, -4.65036)  -0.32
C (4.71351, -0.01157, -4.39622)  -1.17
C (4.08323, 0.54637, -3.30814)  -0.15
C (3.16886, -0.12631, -2.48485)  0.54
P (2.42913, 0.65124, -1.07333)  0.57
C (3.79632, 1.37689, -0.08275)  0.04
C (4.21097, 2.70816, -0.13174)  0.00
C (5.24470, 3.16128, 0.67904)  -0.68
C (5.89144, 2.28963, 1.54536)  -0.53
C (5.49967, 0.95702, 1.59235)  -0.49
C (4.45990, 0.51014, 0.78981)  -0.67
C (1.63209, 2.18145, -1.73458)  0.66
C (1.50109, 2.42020, -3.09797)  -0.71
C (0.79715, 3.52512, -3.57036)  -0.49
C (0.21046, 4.41125, -2.68253)  -1.19
C (0.34018, 4.18801, -1.31481)  -0.16
C (1.03854, 3.08574, -0.84895)  -0.45
H (3.52610, -3.20934, -4.08756)  0.40
H (5.04142, -1.90379, -5.44275)  0.37
H (5.41136, 0.55813, -4.99628)  0.38
H (4.29848, 1.58303, -3.05362)  0.32
H (3.71515, 3.39859, -0.80415)  0.39
H (5.55128, 4.20000, 0.62556)  0.40
H (6.69935, 2.64377, 2.17490)  0.37
H (5.99857, 0.26570, 2.26155)  0.40
H (4.14043, -0.52684, 0.84348)  0.33
H (1.95023, 1.73096, -3.80272)  0.24
H (0.71392, 3.68082, -4.64012)  0.48
H (-0.33763, 5.27393, -3.04554)  0.36
H (-0.10651, 4.88041, -0.61273)  0.15
H (1.12827, 2.92382, 0.21715)  0.39
C (-0.52625, 5.05071, 2.25540)  -1.41
N (-0.99881, 3.67821, 2.38499)  0.27
C (-2.32338, 3.43861, 1.83569)  -1.24
C (-0.14500, 2.62987, 2.55605)  -1.00
S (-0.50783, 1.08987, 2.02597)  0.92
N (1.02377, 2.91778, 3.21278)  0.40
C (1.00566, 3.77366, 4.39201)  -1.23
C (2.08229, 1.91769, 3.25089)  -0.97
H (-0.86745, 5.46166, 1.30359)  0.56
H (0.55913, 5.08019, 2.27113)  0.39
H (-0.91565, 5.68811, 3.05443)  0.35
H (-2.94550, 4.30983, 2.04585)  0.45
H (-2.76403, 2.55755, 2.29671)  0.31
H (-2.28130, 3.27414, 0.75452)  0.42
H (0.07030, 4.31945, 4.46327)  0.47
H (1.83346, 4.48628, 4.36882)  0.30
H (1.10774, 3.15958, 5.29393)  0.32
H (2.20645, 1.45225, 2.27980)  -0.08
H (1.86820, 1.12981, 3.98345)  0.39
H (3.01463, 2.41586, 3.52000)  0.42
C (1.82729, -1.57207, 5.34072)  -1.32
C (1.80707, -2.20288, 3.98748)  0.55
C (2.38372, -3.34896, 3.48499)  -1.30
C (2.01261, -3.39025, 2.12129)  0.36
N (1.25794, -2.34604, 1.81418)  -0.12
N (1.15616, -1.64069, 2.95160)  1.50
C (2.38190, -4.41010, 1.09332)  -1.22
H (2.07268, -2.30956, 6.10373)  0.38
H (0.85169, -1.14155, 5.57715)  0.22
H (2.57043, -0.77273, 5.39648)  0.27
H (2.98784, -4.06291, 4.02425)  0.42
H (0.60660, -0.79006, 2.95580)  -0.51
H (2.74472, -5.32041, 1.57148)  0.36
H (3.16586, -4.03243, 0.43386)  0.16
H (1.52627, -4.65084, 0.46526)  0.24

***

no.,LUMO level (eV),frontier orbital gap (eV)
1,-4.59,6.5
2,1.69,4.0